(1)
DFT (ωB97M-V/def2-TZVPD) results for a structure of composition F4Li4 in a non-equilibrium geometry.

Calculated values
**Max |F|**: 2.6 eV Å⁻¹
**HOMO level**: -7.88 eV
**Relative energy (zero: lowest compared OMol25 entry of this formula, charge and spin)**: 0.00 kcal/mol
**HOMO-LUMO gap**: 0.1898 Eh

```
8
Properties=species:S:1:pos:R:3:forces:R:3
Li 1.560 0.827 1.381 -0.9 -2.1 -0.2
Li 0.094 2.580 -0.448 -0.8 -1.7 -1.1
Li -1.119 -0.075 0.555 -0.2 0.1 -1.1
Li 0.446 -1.753 -0.193 0.0 0.4 -1.9
F 0.147 -0.758 2.224 0.2 1.1 -1.5
F -1.910 0.650 -1.136 0.9 0.9 2.1
F -0.074 -1.741 -2.071 0.6 -0.5 1.9
F 0.857 0.269 -0.312 0.3 1.8 1.8
```
Positions in Å, forces in eV/Å.

How positive or negative is each atom? The natural (NBO) charges in e answer that:
1 Li 0.96
2 Li 0.97
3 Li 0.94
4 Li 0.95
5 F -0.96
6 F -0.95
7 F -0.96
8 F -0.95

(2)
DFT (ωB97M-V/def2-TZVPD) results for the molecule C22H36N2O6S2.

Calculated values
**Max |F|**: 0.6 eV Å⁻¹
**HOMO level**: -8.50 eV
**Relative energy (zero: lowest compared OMol25 entry of this formula, charge and spin)**: 0.00 kcal/mol
**HOMO-LUMO gap**: 0.3391 Eh
**SMILES**: CCOC(=O)C1CCN(C(=O)CSCCSCC(=O)N2CCC(C(=O)OCC)CC2)CC1

```
68
Properties=species:S:1:pos:R:3:forces:R:3
C -6.400 -0.881 0.132 0.3 0.2 0.2
C -5.179 -1.020 1.028 -0.2 -0.5 -0.3
O -4.502 0.226 1.211 -0.1 0.1 0.3
C -3.705 0.630 0.227 0.2 0.5 0.0
O -3.596 0.077 -0.837 -0.1 -0.2 -0.2
C -2.895 1.844 0.655 0.0 -0.2 -0.2
C -1.753 1.274 1.517 0.1 0.3 0.1
C -0.659 2.310 1.747 0.0 -0.4 0.3
N -0.184 2.802 0.468 -0.2 0.1 0.3
C 0.964 2.307 -0.031 0.3 0.2 -0.2
O 1.697 1.592 0.638 0.2 -0.2 0.1
C 1.407 2.715 -1.423 -0.2 -0.3 -0.4
S 0.297 2.276 -2.804 0.2 0.0 -0.1
C 0.540 0.477 -2.953 0.0 0.3 0.1
C -0.461 -0.302 -2.127 -0.3 -0.5 -0.1
S -0.454 -2.055 -2.650 -0.2 0.1 -0.1
C -1.477 -2.759 -1.315 0.1 0.3 -0.4
C -0.934 -2.495 0.077 -0.3 -0.3 -0.2
O -1.618 -1.868 0.873 -0.2 0.2 0.1
N 0.276 -2.984 0.411 0.2 -0.1 0.3
C 1.233 -3.628 -0.456 0.3 0.0 -0.4
C 2.327 -2.641 -0.869 0.0 0.0 0.2
C 2.955 -1.921 0.325 -0.1 0.2 -0.2
C 3.658 -0.657 -0.151 -0.2 -0.5 -0.2
O 3.460 -0.119 -1.212 0.1 0.1 -0.1
O 4.495 -0.203 0.771 0.2 0.0 0.4
C 5.080 1.079 0.527 0.2 0.5 -0.2
C 6.157 1.325 1.566 -0.3 -0.3 -0.2
C 1.904 -1.451 1.347 -0.1 -0.3 0.1
C 0.887 -2.547 1.651 0.0 0.4 0.3
C -1.210 3.528 -0.241 -0.3 0.0 -0.3
C -2.378 2.598 -0.572 0.0 0.0 0.1
H -6.917 -1.834 0.071 -0.1 -0.1 0.0
H -6.096 -0.580 -0.868 0.0 0.0 -0.1
H -7.080 -0.134 0.535 -0.1 0.0 0.0
H -5.462 -1.332 2.035 0.1 0.0 -0.1
H -4.468 -1.738 0.608 -0.1 0.1 0.1
H -3.521 2.493 1.274 0.0 0.0 0.0
H -2.156 0.933 2.470 0.0 -0.1 0.0
H -1.325 0.404 1.017 0.0 0.0 0.0
H 0.184 1.865 2.277 -0.1 0.1 0.0
H -1.043 3.159 2.322 0.0 0.0 0.0
H 1.522 3.798 -1.484 0.0 0.0 0.0
H 2.367 2.232 -1.613 0.0 0.1 0.2
H 1.568 0.256 -2.662 0.0 -0.1 -0.1
H 0.406 0.258 -4.013 0.1 0.0 0.0
H -0.210 -0.266 -1.066 0.0 0.1 0.1
H -1.479 0.061 -2.277 0.1 0.1 0.1
H -1.552 -3.826 -1.525 0.0 0.0 0.0
H -2.464 -2.297 -1.377 0.1 -0.2 0.2
H 1.674 -4.462 0.102 -0.1 0.0 -0.1
H 0.746 -4.026 -1.345 0.1 0.0 0.1
H 1.897 -1.894 -1.535 0.0 -0.1 0.1
H 3.098 -3.172 -1.429 0.0 0.0 -0.1
H 3.682 -2.563 0.830 0.0 0.0 0.0
H 5.491 1.093 -0.489 -0.1 0.0 0.2
H 4.281 1.826 0.592 0.1 -0.1 -0.1
H 5.727 1.291 2.562 0.0 0.0 0.1
H 6.930 0.564 1.494 0.1 0.0 0.0
H 6.604 2.301 1.404 0.1 0.1 0.0
H 1.383 -0.579 0.949 0.0 0.0 0.1
H 2.406 -1.138 2.262 0.0 0.1 0.0
H 1.370 -3.407 2.124 0.0 0.0 0.0
H 0.100 -2.167 2.305 0.1 -0.1 0.0
H -0.814 3.960 -1.159 -0.1 0.1 0.1
H -1.550 4.341 0.410 0.1 0.0 -0.1
H -3.187 3.178 -1.018 0.0 0.0 -0.1
H -2.046 1.871 -1.313 0.0 0.1 0.0
```
Positions in Å, forces in eV/Å.

Atomic partial charges in e from the natural (NBO) method, atoms 1 to 8:
1 C -0.64
2 C -0.07
3 O -0.51
4 C 0.83
5 O -0.63
6 C -0.32
7 C -0.40
8 C -0.23

(3)
DFT (ωB97M-V/def2-TZVPD) results for the molecule C15H24N2O.

Calculated values
**Max |F|**: 0.6 eV Å⁻¹
**HOMO level**: -8.81 eV
**Relative energy (zero: lowest compared OMol25 entry of this formula, charge and spin)**: 8.06 kcal/mol
**HOMO-LUMO gap**: 0.3424 Eh
**SMILES**: CCCCCCCCCC(=O)Nc1cccnc1

```
42
Properties=species:S:1:pos:R:3:forces:R:3
C 5.824 2.471 0.393 -0.2 0.1 -0.1
C 4.638 2.670 -0.544 0.1 -0.1 -0.1
C 4.184 1.381 -1.231 -0.2 0.2 0.3
C 3.521 0.393 -0.274 0.2 -0.2 -0.3
C 3.132 -0.929 -0.939 -0.1 0.1 0.0
C 2.114 -0.815 -2.075 0.0 0.0 0.3
C 0.780 -0.216 -1.634 0.2 -0.2 -0.4
C -0.262 -0.296 -2.748 0.0 0.2 0.2
C -1.585 0.391 -2.384 0.0 -0.3 -0.2
C -2.262 -0.344 -1.241 0.2 0.5 -0.2
O -2.959 -1.316 -1.410 -0.1 -0.3 0.0
N -1.977 0.194 -0.014 0.2 0.4 0.1
C -2.377 -0.246 1.246 -0.1 -0.2 0.5
C -1.907 0.437 2.368 -0.1 -0.2 -0.1
C -2.296 0.016 3.626 0.0 0.0 -0.1
C -3.144 -1.077 3.720 0.1 0.1 0.3
N -3.592 -1.731 2.662 -0.2 -0.3 0.3
C -3.226 -1.336 1.459 0.1 0.0 -0.6
H 5.563 1.823 1.226 0.0 -0.1 0.1
H 6.659 2.025 -0.142 0.1 -0.1 0.0
H 6.148 3.427 0.798 0.1 0.0 0.1
H 4.918 3.394 -1.313 -0.1 0.1 0.0
H 3.800 3.094 0.017 -0.1 0.1 0.0
H 3.479 1.645 -2.022 0.0 0.0 -0.1
H 5.046 0.903 -1.702 0.0 0.0 -0.1
H 4.212 0.163 0.539 0.0 0.0 0.1
H 2.639 0.858 0.172 0.0 0.1 0.1
H 2.723 -1.593 -0.172 0.0 -0.1 0.0
H 4.035 -1.400 -1.333 0.0 -0.1 0.1
H 2.530 -0.218 -2.889 0.0 0.0 -0.1
H 1.933 -1.818 -2.469 0.0 0.0 -0.1
H 0.926 0.830 -1.356 0.0 0.1 0.1
H 0.423 -0.759 -0.756 0.0 0.1 0.1
H -0.466 -1.343 -2.982 0.0 0.0 -0.1
H 0.139 0.176 -3.649 0.0 0.0 0.0
H -2.253 0.346 -3.245 -0.1 0.1 0.1
H -1.408 1.438 -2.130 0.0 0.0 0.0
H -1.365 0.999 0.000 -0.1 -0.2 -0.1
H -1.247 1.286 2.248 0.0 0.1 0.0
H -1.948 0.526 4.511 0.0 0.0 0.1
H -3.480 -1.448 4.679 0.0 0.0 0.1
H -3.618 -1.903 0.629 0.1 0.1 -0.1
```
Positions in Å, forces in eV/Å.

Atomic partial charges in e from the natural (NBO) method, atoms 1 to 8:
1 C -0.61
2 C -0.39
3 C -0.40
4 C -0.40
5 C -0.39
6 C -0.39
7 C -0.41
8 C -0.38

(4)
DFT (ωB97M-V/def2-TZVPD) results for a structure of composition C52H54F6KN6O6S2Sb in a non-equilibrium geometry.

Calculated values
**Max |F|**: 1.6 eV Å⁻¹
**Total charge**: -2
**HOMO level**: -0.97 eV
**Relative energy (zero: lowest compared OMol25 entry of this formula, charge and spin)**: 4.37 kcal/mol
**HOMO-LUMO gap**: 0.1315 Eh

```
128
Properties=species:S:1:pos:R:3:forces:R:3
K -0.456 0.194 -0.282 -0.9 0.1 1.3
F -2.062 1.302 -2.827 0.0 0.0 0.1
C -2.028 0.261 -3.654 0.0 -0.1 0.1
F -2.278 0.703 -4.889 0.1 0.0 -0.1
F -2.989 -0.594 -3.314 0.0 0.0 0.0
S -0.390 -0.596 -3.583 0.1 0.3 -0.2
O -0.301 -1.079 -2.227 0.1 -0.6 -1.3
O -0.468 -1.532 -4.661 0.1 0.0 0.0
N 0.653 0.543 -3.924 0.0 0.0 0.1
S 1.335 1.491 -2.856 -0.3 -0.1 -0.4
O 0.523 1.771 -1.696 0.8 0.8 -0.8
O 2.729 1.221 -2.677 0.1 0.0 0.0
C 1.319 3.070 -3.811 0.0 -0.1 0.0
F 2.025 2.964 -4.939 0.0 0.0 0.0
F 0.083 3.450 -4.125 -0.1 0.0 0.0
F 1.874 4.032 -3.064 0.0 0.0 0.0
C 14.388 -3.272 -0.038 0.0 0.0 0.0
O 13.348 -4.223 -0.022 -0.2 0.0 0.0
C 12.064 -3.749 -0.028 0.1 0.0 0.0
C 11.729 -2.402 0.031 0.0 -0.1 0.0
C 10.388 -2.034 0.026 0.0 -0.1 0.0
C 9.377 -2.985 -0.032 -0.1 0.1 0.0
C 9.733 -4.336 -0.093 0.1 0.1 0.0
C 11.057 -4.713 -0.092 0.0 0.0 0.0
C 7.952 -2.625 -0.029 0.2 0.0 0.0
N 6.964 -3.477 -0.157 -0.1 0.2 0.0
C 5.818 -2.708 -0.083 0.1 -0.1 0.0
C 6.133 -1.385 0.091 0.0 0.1 0.0
N 7.509 -1.335 0.123 -0.2 -0.3 0.0
C 5.161 -0.340 0.207 0.0 -0.1 0.0
C 5.460 1.021 0.336 -0.1 0.1 0.0
C 4.425 1.917 0.415 0.0 -0.1 0.0
C 3.110 1.431 0.371 0.0 0.1 0.0
N 2.813 0.154 0.264 -0.1 0.1 0.0
C 3.810 -0.731 0.169 0.1 -0.1 -0.1
C 3.449 -2.146 -0.013 0.1 0.2 0.0
N 2.142 -2.439 -0.045 0.0 0.0 0.0
C 1.785 -3.688 -0.245 0.0 -0.1 0.0
C 2.700 -4.733 -0.424 0.1 0.0 0.0
C 4.045 -4.451 -0.374 -0.1 0.0 0.0
C 4.445 -3.128 -0.159 0.0 0.0 0.0
H 15.315 -3.838 -0.090 0.0 0.0 0.0
H 14.385 -2.665 0.873 0.0 0.0 0.0
H 14.312 -2.616 -0.910 0.0 0.0 0.0
H 12.486 -1.633 0.079 0.0 0.0 0.0
H 10.157 -0.977 0.065 0.0 0.0 0.0
H 8.947 -5.075 -0.141 0.0 0.0 0.0
H 11.339 -5.756 -0.138 0.0 0.0 0.0
H 8.072 -0.518 0.261 0.0 0.0 0.0
H 6.489 1.361 0.364 0.0 0.0 0.0
H 4.598 2.980 0.507 0.0 0.0 0.0
H 2.272 2.111 0.440 0.0 0.0 0.0
H 0.721 -3.889 -0.266 0.0 0.0 0.0
H 2.338 -5.738 -0.595 0.0 0.0 0.0
H 4.799 -5.218 -0.497 0.0 0.0 0.0
O 0.094 -0.880 1.808 0.6 -0.1 0.8
H 0.934 -1.113 1.377 -0.2 -0.1 0.2
H 0.192 0.130 2.034 -0.1 -0.3 0.1
C -5.081 -2.604 -1.076 -0.1 0.0 -0.1
C -4.311 -3.274 0.054 0.0 0.0 0.2
Sb -2.195 -2.880 -0.066 0.1 -0.3 -0.2
C -1.955 -4.071 -1.882 0.0 0.0 0.0
C -2.512 -5.486 -1.844 0.0 -0.1 0.0
C -1.538 -4.455 1.296 0.0 0.0 0.1
C -2.625 -5.123 2.129 0.0 -0.1 0.1
H -6.159 -2.752 -0.964 0.0 0.0 0.0
H -4.789 -3.000 -2.052 0.0 0.0 0.0
H -4.908 -1.527 -1.092 0.0 0.0 0.0
H -4.471 -4.354 0.053 0.0 0.0 0.0
H -4.652 -2.888 1.017 0.0 0.0 0.0
H -0.890 -4.068 -2.127 0.0 0.0 0.0
H -2.435 -3.492 -2.674 0.0 0.0 0.0
H -2.080 -6.074 -1.030 0.0 0.0 0.0
H -2.319 -6.031 -2.774 0.0 0.0 0.0
H -3.594 -5.483 -1.692 0.0 0.0 0.0
H -0.815 -3.960 1.947 0.0 0.0 0.0
H -0.989 -5.202 0.715 0.0 0.0 0.0
H -3.244 -4.390 2.649 0.0 0.0 0.0
H -2.197 -5.783 2.892 0.0 0.0 0.0
H -3.290 -5.728 1.510 0.0 0.0 0.0
C -2.636 1.925 3.552 0.0 -0.1 -0.1
N -3.003 2.564 2.299 -0.2 0.0 -0.1
C -3.814 3.738 2.515 0.1 0.0 0.1
C -1.893 2.746 1.349 0.2 0.3 0.3
C -0.537 3.013 1.978 -0.1 -0.2 0.0
C -0.236 4.332 2.320 0.0 0.0 0.0
C 0.932 4.640 3.001 0.1 0.1 0.0
C 1.792 3.605 3.343 0.0 0.1 0.0
C 1.481 2.302 2.971 0.0 -0.1 0.0
C 0.326 1.926 2.262 -0.1 0.2 0.0
H -3.547 1.599 4.059 0.0 0.0 0.0
H -2.065 2.596 4.209 0.0 0.0 0.0
H -2.018 1.048 3.354 0.0 0.0 0.0
H -3.667 1.088 1.227 0.5 0.0 -0.4
H -3.282 4.523 3.081 0.0 0.0 0.0
H -4.708 3.460 3.078 0.0 0.0 0.0
H -4.132 4.154 1.558 0.0 0.0 0.0
H -2.173 3.561 0.675 0.0 0.0 0.0
H -1.870 1.837 0.759 0.1 0.0 -0.1
H -0.923 5.131 2.051 0.0 0.0 0.0
H 1.165 5.667 3.264 0.0 0.0 0.0
H 2.708 3.819 3.889 0.0 0.0 0.0
H 2.199 1.528 3.249 0.0 0.0 0.0
C -3.402 0.041 0.278 -0.1 1.2 0.5
C -4.334 0.065 1.126 -0.7 -1.2 -0.3
C -5.450 -0.238 1.964 0.2 0.2 0.1
C -5.136 -0.823 3.245 0.0 -0.1 0.2
C -6.005 -0.819 4.360 -0.1 0.1 -0.1
C -5.650 -1.378 5.574 0.0 0.0 0.1
C -4.407 -1.966 5.768 0.0 0.0 0.0
C -3.516 -1.952 4.698 0.0 -0.1 0.0
C -3.864 -1.402 3.482 0.0 0.0 -0.1
C -6.753 0.062 1.450 -0.2 0.0 -0.1
C -7.953 -0.512 1.938 0.1 -0.1 0.1
C -9.187 -0.220 1.390 -0.2 0.0 0.0
C -9.323 0.654 0.317 0.0 0.0 0.0
C -8.155 1.203 -0.206 -0.1 0.1 -0.1
C -6.919 0.917 0.331 0.1 0.0 0.0
H -6.965 -0.326 4.280 0.0 0.0 0.0
H -6.361 -1.334 6.394 0.0 0.0 0.0
H -4.134 -2.401 6.722 0.0 0.0 0.0
H -2.524 -2.377 4.804 0.0 0.0 0.0
H -3.126 -1.395 2.688 0.0 0.0 0.0
H -7.905 -1.246 2.731 0.0 0.0 0.0
H -10.066 -0.707 1.804 0.0 0.0 0.0
H -10.293 0.881 -0.106 0.0 0.0 0.0
H -8.206 1.871 -1.060 0.0 0.0 0.0
H -6.036 1.348 -0.123 0.0 0.0 0.0
```
Positions in Å, forces in eV/Å.

Atomic partial charges in e from the Mulliken method, atoms 1 to 8:
1 K 4.11
2 F -0.19
3 C 0.68
4 F -0.27
5 F -0.21
6 S 1.08
7 O -0.94
8 O -0.72

(5)
DFT (ωB97M-V/def2-TZVPD) results for a cluster of 2 separate species, C4H12 in total in a non-equilibrium geometry.

Calculated values
**Max |F|**: 1.2 eV Å⁻¹
**HOMO level**: -11.75 eV
**Relative energy (zero: lowest compared OMol25 entry of this formula, charge and spin)**: 6.06 kcal/mol
**HOMO-LUMO gap**: 0.4736 Eh
**SMILES**: CC.CC

```
16
Properties=species:S:1:pos:R:3:forces:R:3
C 1.938 1.764 -0.453 0.7 0.0 1.0
C 1.352 1.843 0.964 -0.1 -0.1 -0.6
H 3.018 1.836 -0.377 0.3 0.0 0.0
H 1.774 0.778 -0.881 -0.5 0.3 -0.5
H 1.636 2.623 -1.046 -0.3 -0.3 -0.4
H 0.319 2.181 0.925 -0.1 -0.1 0.2
H 1.921 2.498 1.594 0.2 0.7 0.2
H 1.409 0.889 1.463 -0.2 -0.5 0.1
C -1.964 -2.152 -0.838 -0.8 -0.1 0.3
C -1.304 -1.458 0.354 0.5 0.2 0.0
H -1.579 -1.827 -1.802 0.2 0.0 0.1
H -1.853 -3.233 -0.740 0.2 0.0 -0.2
H -3.039 -1.977 -0.880 -0.1 0.0 0.1
H -1.790 -0.575 0.775 -0.3 0.0 -0.5
H -1.176 -2.118 1.211 0.1 -0.2 -0.1
H -0.316 -1.130 0.031 0.2 0.0 0.3
```
Positions in Å, forces in eV/Å.

Atomic partial charges in e from the natural (NBO) method, atoms 1 to 8:
1 C -0.61
2 C -0.61
3 H 0.20
4 H 0.21
5 H 0.21
6 H 0.20
7 H 0.20
8 H 0.20

(6)
DFT (ωB97M-V/def2-TZVPD) results for a structure of composition C21H40Cl3EuN4O4Si in a non-equilibrium geometry.

Calculated values
**Max |F|**: 2.9 eV Å⁻¹
**Total charge**: -1
**Expectation value of S²**: 15.759
**HOMO level (alpha / beta)**: -3.01 / -5.11 eV
**Relative energy (zero: lowest compared OMol25 entry of this formula, charge and spin)**: 55.79 kcal/mol
**2S+1**: 8
**HOMO-LUMO gap (alpha / beta)**: 0.1961 / 0.2734 Eh

```
74
Properties=species:S:1:pos:R:3:forces:R:3
C -0.548 5.075 -0.922 0.3 1.0 -0.1
C 0.467 4.082 -0.463 0.7 -0.9 0.5
H -0.060 6.053 -0.757 -0.8 -0.1 0.1
H -1.541 5.034 -0.427 0.7 -0.1 -0.6
H -0.611 5.037 -2.027 -0.5 -0.4 0.5
C 1.596 4.537 0.170 -1.5 -1.1 -1.5
C 1.904 5.961 0.532 0.8 0.4 0.0
H 2.458 3.875 0.246 -0.4 -0.1 0.4
H 1.227 6.476 1.243 0.4 -0.5 -0.2
H 2.021 6.644 -0.324 -0.4 -0.3 -0.1
H 2.937 5.897 0.903 -0.4 0.5 0.5
Eu -0.409 -2.864 0.936 -0.3 -0.5 -0.3
Cl -0.068 -1.737 -1.804 0.3 -0.3 -0.2
Cl -3.098 -3.508 0.743 -0.4 -0.3 0.0
H -2.754 -7.629 -1.043 -0.2 -0.3 0.1
H -3.212 -6.365 -3.188 -0.2 -0.1 -0.1
C -2.367 -6.743 -0.552 -0.1 0.2 -0.2
C -2.916 -5.466 -2.656 0.3 0.0 0.0
N -1.977 -5.821 -1.608 0.2 0.2 0.3
H -1.485 -6.995 0.035 -0.1 0.0 -0.1
C -0.950 -5.005 -1.375 0.4 0.5 1.2
O -0.339 -4.979 -0.283 0.0 -0.6 -1.5
H -2.383 -4.802 -3.341 -0.3 0.0 0.0
H -0.689 -4.299 -2.183 -0.1 -0.2 0.2
H -3.115 -6.299 0.112 0.1 0.0 -0.1
H -3.790 -4.940 -2.254 0.2 -0.1 0.0
H -1.313 1.534 3.172 0.3 -0.6 0.2
H 1.417 2.442 2.917 -0.1 -0.3 -0.1
C -0.813 0.785 3.818 0.2 0.1 -0.2
C 1.529 1.607 3.623 -0.3 -0.1 -0.4
N 0.563 0.521 3.348 -0.2 -1.0 1.0
H -1.341 -0.177 3.795 0.0 0.6 0.0
C 0.911 -0.790 3.117 -0.7 -0.5 0.3
O 0.176 -1.812 3.238 1.6 2.4 0.0
H 2.577 1.292 3.574 -0.3 -0.2 0.0
H 1.954 -0.904 2.756 -0.3 0.1 0.2
H -0.788 1.197 4.836 0.1 -0.2 0.0
H 1.303 2.042 4.602 0.2 -0.3 0.1
O -1.007 1.910 -0.832 1.1 0.2 1.2
C 0.284 2.597 -1.009 -1.0 -0.5 -0.4
C 1.915 1.160 0.412 0.3 -0.1 0.1
C 1.592 1.825 -0.780 -0.6 -0.2 0.0
H 1.190 1.159 1.246 0.4 -0.2 -1.0
C 3.182 0.550 0.551 -0.2 0.4 -0.4
H 0.239 2.695 -2.101 0.3 0.5 0.0
C 2.525 1.909 -1.822 0.2 0.1 0.4
H 3.480 -0.015 1.454 -0.3 0.4 -0.6
C 4.109 0.684 -0.494 0.3 -0.1 0.1
C 3.803 1.387 -1.656 -0.4 0.0 -0.1
H 2.309 2.458 -2.746 -0.2 -0.2 0.4
H 5.101 0.234 -0.441 -0.2 0.0 0.3
H 4.522 1.537 -2.463 0.0 -0.2 0.3
Si -2.579 1.080 -0.586 -0.6 1.8 -0.4
Cl -1.298 -0.460 1.089 -0.3 1.8 -0.5
C -3.930 0.696 0.815 0.4 0.0 0.3
C -2.985 -0.269 -1.865 0.5 0.0 -0.1
C -3.330 2.879 -1.117 -1.2 -0.3 -0.3
H -3.850 -0.343 1.181 0.0 0.3 -0.4
H -4.985 0.854 0.504 0.6 0.2 -0.2
H -3.761 1.304 1.719 -0.1 0.1 -0.2
H -3.044 3.596 -0.294 -0.2 -0.7 -0.9
H -4.489 2.853 -1.118 1.7 0.1 -0.2
H -2.954 3.280 -2.132 -0.5 -0.6 1.6
H -2.168 -0.354 -2.593 -0.3 0.0 0.0
H -3.939 -0.102 -2.396 0.3 0.3 0.3
H -3.070 -1.256 -1.383 0.1 0.4 0.1
N 4.136 -3.421 0.199 -0.4 0.5 -0.2
C 2.936 -2.840 -0.165 -0.7 -0.1 0.9
N 2.897 -2.261 -1.362 -0.6 0.4 -0.5
O 1.959 -2.856 0.636 2.1 0.0 -0.8
H 4.850 -3.602 -0.479 0.0 0.0 0.1
H 4.183 -3.838 1.103 0.0 -0.2 0.2
H 1.971 -1.832 -1.669 0.7 -0.6 0.3
H 3.734 -2.156 -1.922 -0.4 0.0 0.3
```
Positions in Å, forces in eV/Å.

Atomic partial charges in e from the Mulliken method, atoms 1 to 8:
1 C -1.44
2 C 0.75
3 H 0.47
4 H 0.11
5 H 0.29
6 C 0.15
7 C -1.75
8 H 0.26